112
Properties=species:S:1:pos:R:3:forces:R:3:lowdin_charge:R:1 method="wB97M-V/def2-TZVPD" gap_ev=2.44 homo_energy_ev=-0.9 e_lumo_ev=1.6 charge=-1 e_above_lowest_kj_mol=359.2 e_tot_ev=-73153.2888
O 5.967 -2.088 0.573 0.18 -0.16 0.04 0.00
O 4.165 1.325 3.620 -0.03 0.05 0.18 0.01
O -2.661 -8.289 -1.477 -0.09 -0.02 -0.07 0.01
O 0.224 7.701 -1.777 -0.17 0.28 -0.14 0.02
O -4.434 -3.487 4.052 0.18 -1.17 -4.94 0.00
O -3.702 -4.599 2.160 -0.91 1.03 -0.26 -0.02
O -3.816 -2.282 -0.930 0.08 -0.19 -0.15 0.02
O 2.363 -1.578 -4.656 0.25 -0.44 -0.64 0.00
O 2.485 4.235 -0.007 0.18 0.17 0.39 0.02
O 3.369 2.330 -5.067 0.10 -0.05 0.07 0.02
O 1.063 0.670 -0.873 -0.06 -0.07 -0.25 0.00
N 2.003 0.162 -2.873 -0.09 -0.36 0.33 0.15
N 2.383 6.312 -0.897 0.05 -0.35 -0.24 0.16
N -1.627 -1.945 -1.381 0.19 0.47 -0.19 0.17
N 1.903 -3.609 -5.542 -0.61 -0.14 -0.29 0.16
N -3.832 -7.197 0.123 0.21 0.44 0.24 0.16
N 2.016 2.305 -2.113 -0.14 0.79 0.22 0.17
N 6.135 -2.806 2.716 0.59 -0.73 0.38 0.14
N 3.853 5.857 0.791 0.54 -0.12 0.71 0.15
N 4.662 0.581 -5.696 -0.29 -0.61 -0.11 0.16
N 2.959 3.209 3.290 0.31 0.48 -0.47 0.17
N -4.889 -8.649 -1.288 -0.52 -0.53 -0.45 0.14
N 2.874 2.127 5.299 0.02 -0.25 0.75 0.15
N -0.986 9.581 -2.129 0.01 0.48 -0.62 0.15
N 3.966 -3.175 -4.664 0.69 0.18 0.11 0.16
N -1.072 8.513 -0.112 0.01 -0.23 0.65 0.16
N 4.765 -1.058 2.191 -0.13 -0.03 -0.27 0.16
N 5.556 2.677 -5.533 0.39 0.72 -0.02 0.15
N -2.527 -4.041 -1.541 -0.18 -0.90 -0.05 0.15
C -2.728 -2.725 -1.262 -0.19 0.51 0.08 -0.69
C 0.624 -2.211 2.393 -0.99 -0.59 -1.70 -0.25
C 0.044 -3.594 1.752 -0.21 0.63 0.80 -0.14
C 4.457 1.890 -5.410 -0.23 -0.06 0.08 -0.68
C -6.832 -0.445 1.870 0.87 -0.61 0.59 -0.31
C -3.362 1.681 1.964 -0.55 -0.69 -0.53 -0.22
C 1.656 1.022 -1.889 0.05 0.18 -0.10 -0.66
C -1.924 1.460 1.213 -1.28 0.52 1.18 -0.19
C -4.536 -3.627 2.802 -0.71 1.35 3.25 -0.41
C 5.641 -1.988 1.750 -0.44 0.48 -0.39 -0.70
C -6.419 -1.696 2.821 1.21 0.63 -0.54 -0.30
C 2.880 5.394 -0.037 -0.29 0.03 -0.47 -0.67
C -3.724 -8.060 -0.917 0.41 0.11 0.05 -0.71
C -5.563 -2.757 1.946 -0.09 0.26 -0.11 -0.24
C 0.443 0.412 2.043 0.33 -0.27 0.46 -0.21
C -0.834 1.328 2.380 1.25 0.37 -0.70 -0.21
C -4.437 0.526 1.574 0.20 1.41 0.38 -0.22
C 0.111 -1.029 1.391 1.69 -0.35 1.39 -0.22
C 2.721 -2.714 -4.937 -0.05 0.03 0.01 -0.66
C -0.560 8.543 -1.366 0.11 -0.29 -0.04 -0.68
C 3.383 2.167 4.042 0.03 -0.13 -0.25 -0.69
C -5.920 0.872 2.124 -0.15 -0.88 -1.03 -0.24
H -5.919 1.200 3.223 0.07 -0.66 -1.46 0.10
H 2.231 2.807 5.663 0.00 -0.09 -0.10 0.09
H 3.315 3.271 2.348 -0.38 -0.13 -0.02 0.08
H -7.939 -0.190 1.987 1.35 -0.17 -0.23 0.06
H 4.487 -0.961 3.151 0.02 0.24 -0.10 0.08
H -1.257 0.961 3.379 0.17 0.36 -1.63 0.10
H 2.177 -4.545 -5.780 -0.01 0.07 0.08 0.10
H -4.695 -6.996 0.595 0.10 0.04 0.06 0.10
H -0.780 7.756 0.485 -0.10 0.09 -0.11 0.11
H -3.323 -4.653 -1.464 0.15 0.06 -0.08 0.09
H -3.795 2.704 1.684 0.51 -1.37 0.36 0.09
H 0.960 0.198 3.059 -0.73 0.36 -1.44 0.09
H 0.225 -2.035 3.446 0.54 -0.38 -1.34 0.10
H 5.548 0.203 -5.978 -0.06 0.09 0.04 0.09
H 4.249 5.203 1.446 0.01 0.18 -0.12 0.09
H 4.190 6.802 0.783 -0.06 -0.09 -0.04 0.09
H 5.883 -2.742 3.685 -0.03 0.04 -0.11 0.09
H 2.318 3.910 3.614 -0.06 -0.15 -0.07 0.10
H 1.775 2.979 -1.400 0.24 -0.11 -0.04 0.06
H -5.771 -8.474 -0.841 0.10 0.03 -0.01 0.09
H -1.717 9.194 0.246 0.03 -0.08 -0.07 0.10
H -1.629 10.283 -1.810 0.04 -0.09 -0.01 0.09
H 3.165 1.365 5.888 -0.12 0.13 -0.12 0.10
H -3.255 1.656 3.102 0.04 0.14 -1.52 0.09
H 4.603 -2.538 -4.212 -0.13 -0.16 0.06 0.11
H 1.754 -0.803 -2.748 0.11 0.24 -0.15 0.08
H 6.458 2.337 -5.812 -0.10 -0.01 0.04 0.09
H -0.627 9.638 -3.068 -0.10 -0.03 0.17 0.11
H 0.969 -3.302 -5.761 0.15 -0.07 0.05 0.11
H -1.641 -4.425 -1.815 -0.06 0.02 0.08 0.09
H -5.669 -1.279 3.591 -0.94 -0.49 -0.89 0.01
H -4.055 -0.488 1.972 -0.78 1.61 -0.61 0.11
H 4.280 -4.103 -4.884 -0.07 0.06 0.06 0.10
H 0.766 -1.132 0.457 -1.49 0.18 1.10 0.09
H 1.759 -2.324 2.389 -1.39 0.53 0.19 0.09
H -1.779 2.377 0.537 0.29 -1.39 1.05 0.11
H -4.850 -9.297 -2.057 -0.01 0.14 0.15 0.10
H 5.445 3.656 -5.329 0.03 -0.19 -0.02 0.11
H -0.443 2.397 2.580 -0.55 -1.54 -0.14 0.10
H -3.748 -4.486 1.179 -0.29 0.34 1.08 0.07
H 1.659 6.008 -1.527 -0.03 0.31 0.16 0.09
H -1.734 -0.963 -1.182 0.17 -0.13 0.01 0.10
H -0.993 -1.239 1.209 1.47 0.54 0.07 0.09
H -1.096 -3.488 1.594 1.75 -0.36 0.50 0.06
H -6.638 -0.774 0.784 -0.49 0.67 1.19 0.08
H -4.981 -2.240 1.087 -0.54 -1.04 1.12 0.06
H -4.471 0.510 0.434 -0.05 -0.28 1.40 0.11
H -6.399 1.723 1.502 1.00 -0.92 0.88 0.09
H -2.989 -6.738 0.429 -0.16 -0.09 0.11 0.10
H 0.485 -3.780 0.717 -0.31 0.20 1.42 0.06
H 2.487 0.435 -3.707 -0.16 0.07 0.07 0.05
H 6.791 -3.513 2.428 -0.15 0.14 0.06 0.10
H 0.287 -4.453 2.477 -0.53 1.03 -1.34 0.07
H 2.502 2.614 -2.937 -0.05 -0.21 -0.10 0.07
H -6.317 -3.459 1.433 1.28 0.56 0.57 0.09
H 1.240 0.942 1.405 -1.56 -0.68 0.84 0.09
H 4.375 -0.432 1.505 0.00 0.00 0.24 0.11
H 3.868 -0.039 -5.617 0.06 -0.02 0.07 0.08
H -1.996 0.558 0.520 0.21 1.04 1.13 0.08
H 2.692 7.266 -0.936 -0.16 -0.07 -0.01 0.09
H -0.724 -2.290 -1.653 -0.04 0.07 0.14 0.09